C18H12F5N2O2STi as an isolated structure. Source: OMol25; level of theory: wB97M-V/def2-TZVPD.

CARTESIAN COORDINATES (ANGSTROEM)
Ti  -0.1519  0.0893  0.2195
C  -3.9125  -0.1772  2.0025
C  -2.4934  0.2418  1.7661
O  -1.9386  -0.1806  0.6095
C  -1.7942  1.0055  2.6219
C  -0.4197  1.3561  2.2245
C  -0.0745  2.8001  2.0137
N  0.5625  0.4769  2.1319
N  0.4138  -0.7528  2.7671
C  0.5703  -1.7687  1.9812
O  0.6262  -1.6287  0.6738
C  0.6498  -3.1232  2.5678
C  0.7217  -4.2257  1.7236
C  0.8016  -5.5035  2.2567
C  0.8079  -5.6825  3.6319
C  0.7353  -4.5812  4.4770
C  0.6571  -3.3047  3.9494
H  -4.4156  -0.3343  1.0501
H  -3.9316  -1.1158  2.5590
H  -4.4448  0.5770  2.5777
H  -2.2448  1.4485  3.4980
H  -0.0773  3.2851  2.9953
H  0.9188  2.9087  1.5803
H  -0.8178  3.2965  1.3934
H  0.7176  -4.0694  0.6535
H  0.8593  -6.3598  1.5975
H  0.8707  -6.6805  4.0461
H  0.7423  -4.7188  5.5504
H  0.6013  -2.4323  4.5857
F  5.5511  3.2242  -1.9798
C  4.2655  2.9040  -1.8599
C  3.8965  1.7177  -1.2524
F  4.8222  0.8829  -0.7855
C  2.5547  1.4199  -1.1414
F  2.1977  0.2533  -0.5511
C  1.5427  2.2392  -1.6054
S  -0.1416  1.8038  -1.4635
C  1.9493  3.4257  -2.2123
F  1.0378  4.2748  -2.6874
C  3.2855  3.7576  -2.3404
F  3.6414  4.9004  -2.9236

As for the spin multiplicity: 2. The orbital gap (spin up / spin down) comes out at 7.947 / 8.005 eV. The calculation puts the LUMO energy (spin up / spin down) at -0.32 / -0.73 eV.

---

A 2-piece molecular cluster, CH5FSi overall at a distorted geometry. Source: OMol25; level of theory: wB97M-V/def2-TZVPD.

CARTESIAN COORDINATES (ANGSTROEM)
C  1.2498  0.4400  -0.6098
F  1.8267  0.9534  0.4952
Si  -1.3525  -0.4155  0.4772
H  1.4375  1.2761  -1.4154
H  1.5807  -0.5938  -0.7713
H  -1.2228  -1.7700  -0.1936
H  -2.7429  0.2957  0.2540
H  -0.7765  -0.1858  1.7638

The orbital gap (spin up / spin down) comes out at 7.974 / 7.592 eV. The calculation puts the LUMO energy (spin up / spin down) at -0.40 / -0.19 eV.

---

In order of appearance, ΔE to the lowest compared entry with this formula, charge and spin = 33.28; 69.04 kcal per mole.
In order of appearance, calculated total energy = -2700.12142; -430.29066 Ha.